Entry 1:
This record from the Open Molecules 2025 dataset describes a structure of composition C6H9NO2 at a distorted geometry. The level of theory is ωB97M-V/def2-TZVPD.

Last column: natural (NBO) charge in e.
Element x y z (Å)
1 N 2.6905 -0.6658 0.7771  -0.4028
2 C 1.7103 -0.4341 0.1240  0.4043
3 C 0.2527 -0.2213 0.1192  0.1252
4 C -0.6499 -0.6149 -1.0716  -0.3962
5 C -1.7408 -0.3779 0.0098  -0.2475
6 C -0.7336 -0.9850 1.0260  -0.3819
7 C -1.5376 1.1110 0.2815  -0.0780
8 O -0.0885 1.1535 0.3465  -0.5129
9 H -0.6190 0.0438 -1.9487  0.2204
10 H -0.5499 -1.6678 -1.3533  0.2209
11 H -2.7673 -0.7394 -0.0962  0.2288
12 H -0.6357 -2.0716 0.9376  0.2238
13 H -0.7815 -0.6649 2.0741  0.2215
14 H -1.8894 1.7606 -0.5314  0.1891
15 H -1.9571 1.4494 1.2379  0.1894
16 O 3.1206 0.9041 -1.0220  -0.9974
17 H 3.6461 0.3683 -0.0789  0.5178
18 H 2.5303 1.6519 -0.8317  0.4753

Values from the calculation:
Charge ... 0
HOMO level ... -9.53 eV
Frontier orbital gap ... 10.170 eV
LUMO level ... 0.6422 eV
Relative energy (zero: lowest compared OMol25 entry of this formula, charge and spin) ... 100.5 kcal/mol

Entry 2:
This record from the Open Molecules 2025 dataset describes the molecule C6H9NO2 at a distorted geometry. The level of theory is ωB97M-V/def2-TZVPD.

Last column: natural (NBO) charge in e.
Element x y z (Å)
1 H 1.4703 -1.1096 -1.4517  0.3449
2 N 2.3113 -0.7232 -1.0302  -0.7017
3 C 2.0538 -0.0023 -0.0054  0.5684
4 O 3.1107 0.6186 0.5259  -0.6915
5 C 0.7655 0.6787 0.3743  -0.4709
6 C -0.5089 0.1159 -0.2611  -0.3335
7 C -0.7484 -1.2861 0.1082  -0.0384
8 C -0.9818 -2.4330 0.4180  -0.2215
9 C -1.7168 0.9836 0.1393  -0.0335
10 O -2.9175 0.5558 -0.4519  -0.7096
11 H 3.7162 0.7524 -0.2933  0.5045
12 H 0.8562 1.7408 0.0991  0.2403
13 H 0.6983 0.6438 1.4720  0.2348
14 H -0.4218 0.1752 -1.3589  0.2387
15 H -1.1832 -3.4279 0.7733  0.2449
16 H -1.5394 2.0092 -0.2097  0.1842
17 H -1.7992 1.0081 1.2393  0.1639
18 H -3.1654 -0.3000 -0.0873  0.4759

Values from the calculation:
Charge ... 0
HOMO level ... -10.17 eV
Frontier orbital gap ... 10.826 eV
LUMO level ... 0.6589 eV
Relative energy (zero: lowest compared OMol25 entry of this formula, charge and spin) ... 63.0 kcal/mol

Entry 3:
This record from the Open Molecules 2025 dataset describes the molecule C6H9NO2 at a distorted geometry. The level of theory is ωB97M-V/def2-TZVPD.

Last column: natural (NBO) charge in e.
Element x y z (Å)
1 C -1.2869 0.3837 0.3036  0.6582
2 C 1.5427 1.6399 -0.1532  -0.5396
3 C 2.3508 -0.9217 0.7813  -0.1299
4 C 0.6735 0.8720 -1.0071  0.0002
5 C 2.3649 0.6134 0.5438  0.2652
6 C -2.6715 -0.2848 0.2376  -0.7088
7 N -0.3582 0.0936 -0.7148  -0.5983
8 O -0.9749 1.2141 1.1343  -0.5982
9 O 3.3855 -0.2794 0.1709  -0.4835
10 H 2.2224 2.3910 -0.7342  0.2427
11 H 1.0824 2.0902 0.6946  0.2744
12 H 2.4276 -1.2178 1.7681  0.1772
13 H 1.8295 -1.4619 0.0818  0.1617
14 H 1.0058 0.5904 -1.9715  0.1821
15 H -2.8018 -0.5328 -0.8677  0.2038
16 H -2.6350 -1.1468 0.8693  0.2389
17 H -3.5899 0.2998 0.5718  0.2553
18 H -0.7818 -0.5240 -1.3937  0.3987

Values from the calculation:
Charge ... 0
HOMO level (spin up / spin down) ... -7.45 / -6.81 eV
Frontier orbital gap (spin up / spin down) ... 7.915 / 7.439 eV
LUMO level (spin up / spin down) ... 0.4649 / 0.6273 eV
Relative energy (zero: lowest compared OMol25 entry of this formula, charge and spin) ... 133.1 kcal/mol

Entry 4:
This record from the Open Molecules 2025 dataset describes the molecule C6H9NO2S at a distorted geometry. The level of theory is ωB97M-V/def2-TZVPD.

Last column: natural (NBO) charge in e.
Element x y z (Å)
1 C -2.8212 -1.6339 -0.0449  -0.1730
2 C -2.3043 -0.6288 0.3615  -0.0742
3 C -1.5317 0.4574 0.8209  0.0034
4 C -1.3780 1.5766 -0.2702  -0.4259
5 C -0.1343 1.1158 -0.9676  -0.6011
6 S 1.0018 0.3276 0.2807  2.1485
7 O 1.8874 1.1800 1.1048  -0.9216
8 N 1.6547 -0.8333 -0.4223  -0.9075
9 C 2.8827 -1.4322 0.0012  -0.4210
10 O -0.2680 0.0648 1.3246  -0.6782
11 H -3.4019 -2.5090 -0.3370  0.2463
12 H -2.0927 0.8496 1.6571  0.2289
13 H -1.0501 2.5923 0.0816  0.2327
14 H -2.3089 1.5542 -0.8838  0.2481
15 H -0.2675 0.3431 -1.6712  0.2547
16 H 0.4120 1.9732 -1.3280  0.2460
17 H 3.5815 -1.7590 -0.9163  0.1960
18 H 3.5024 -0.8891 0.7298  0.2049
19 H 2.6358 -2.3493 0.4790  0.1934

Values from the calculation:
Charge ... 0
HOMO level ... -9.35 eV
Frontier orbital gap ... 10.101 eV
LUMO level ... 0.7480 eV
Relative energy (zero: lowest compared OMol25 entry of this formula, charge and spin) ... 112.2 kcal/mol

Entry 5:
This record from the Open Molecules 2025 dataset describes the molecule C6H9NO2S2 at a distorted geometry. The level of theory is ωB97M-V/def2-TZVPD.

Last column: natural (NBO) charge in e.
Element x y z (Å)
1 C -1.7251 2.3023 -0.7067  -0.7274
2 S -1.6618 1.5295 0.9771  0.4067
3 N -1.5609 -0.1291 0.4321  -0.6027
4 C -2.4177 -1.1976 0.1439  0.6872
5 O -3.6019 -1.2496 -0.0638  -0.5561
6 C -1.2678 -2.1866 0.1611  -0.5201
7 C -0.3953 -1.0058 0.5757  -0.1485
8 S 0.8814 -0.5045 -0.6807  0.1618
9 C 2.2010 -0.1954 0.4387  0.4139
10 C 3.4221 0.4045 -0.2378  -0.7239
11 O 2.1371 -0.3528 1.6205  -0.5556
12 H -2.4827 1.7523 -1.3303  0.2395
13 H -0.7692 2.2400 -1.2172  0.2188
14 H -1.8793 3.3280 -0.4386  0.2233
15 H -1.4079 -2.9806 0.9086  0.2490
16 H -0.9630 -2.5884 -0.8366  0.2458
17 H 0.2309 -0.8940 1.4700  0.2652
18 H 3.2393 1.5036 -0.4722  0.2468
19 H 4.2682 0.3486 0.4171  0.2389
20 H 3.7524 -0.1244 -1.1607  0.2375

Values from the calculation:
Charge ... 0
HOMO level ... -9.21 eV
Frontier orbital gap ... 9.714 eV
LUMO level ... 0.5042 eV
Relative energy (zero: lowest compared OMol25 entry of this formula, charge and spin) ... 0.0 kcal/mol

Entry 6:
This record from the Open Molecules 2025 dataset describes the molecule C6H9NO2Se at a distorted geometry. The level of theory is ωB97M-V/def2-TZVPD.

Last column: natural (NBO) charge in e.
Element x y z (Å)
1 O 0.0168 3.0539 -0.3827  -0.5077
2 N -0.4409 1.9914 0.0180  0.3608
3 O -1.5245 2.1157 0.9292  -0.5404
4 C 0.0512 0.8313 -0.2924  0.1529
5 C 1.1481 0.4418 -1.2335  -0.4459
6 C 1.7903 -0.7985 -0.4607  -0.3805
7 C 0.5425 -1.5661 0.0006  -0.4426
8 C -0.5706 -0.5910 0.3070  -0.0794
9 C -1.6149 -0.7033 1.2964  -0.5279
10 Se -2.4089 -1.1070 -0.4856  0.0587
11 H -1.7376 2.9755 0.8804  0.4808
12 H 0.7758 0.0749 -2.2318  0.2337
13 H 1.8604 1.2429 -1.4296  0.2482
14 H 2.4540 -0.5655 0.3460  0.2073
15 H 2.4067 -1.3973 -1.0277  0.2140
16 H 0.7310 -2.1763 0.8349  0.2213
17 H 0.2154 -2.3067 -0.8526  0.2316
18 H -2.2322 0.1245 1.8173  0.2846
19 H -1.4626 -1.6401 1.9667  0.2306

Values from the calculation:
Charge ... 0
HOMO level ... -8.23 eV
Frontier orbital gap ... 8.542 eV
LUMO level ... 0.3123 eV
Relative energy (zero: lowest compared OMol25 entry of this formula, charge and spin) ... 0.0 kcal/mol

Entry 7:
This record from the Open Molecules 2025 dataset describes a cluster of 2 separate species, C6H9NO4 in total at a distorted geometry. The level of theory is ωB97M-V/def2-TZVPD.

Last column: natural (NBO) charge in e.
Element x y z (Å)
1 C -1.6968 -0.0036 1.1939  -0.3470
2 C -0.5548 -0.3530 1.8638  -0.4075
3 C -1.7090 -0.6543 -0.0124  0.3680
4 C 0.0979 -1.2419 1.0084  0.4231
5 C 1.1224 2.0353 -0.3561  -0.7263
6 C 1.2907 0.7266 -1.0053  0.3871
7 N -0.5259 -1.3126 -0.1760  -0.5658
8 O -2.6296 -0.6055 -1.0867  -0.6916
9 O 1.3065 -1.7943 1.3166  -0.6693
10 O 0.9734 -0.9537 -2.3423  -0.5400
11 O 0.7064 0.3157 -2.0508  -0.1073
12 H -2.4844 0.7111 1.5945  0.2263
13 H -0.4129 0.0954 2.8999  0.2393
14 H 0.7231 2.8655 -0.9478  0.2558
15 H 2.1953 2.2524 -0.0379  0.2461
16 H 0.6517 1.6710 0.5716  0.2904
17 H 2.0527 -0.0217 -0.5854  0.1956
18 H -2.6408 0.3031 -1.4248  0.4806
19 H 1.7066 -2.1873 0.5459  0.4800
20 H -0.1724 -1.8482 -0.9690  0.4623

Values from the calculation:
Charge ... 0
HOMO level (spin up / spin down) ... -7.49 / -7.49 eV
Frontier orbital gap (spin up / spin down) ... 7.445 / 7.444 eV
LUMO level (spin up / spin down) ... -0.0412 / -0.0419 eV
Relative energy (zero: lowest compared OMol25 entry of this formula, charge and spin) ... 159.0 kcal/mol

Entry 8:
This record from the Open Molecules 2025 dataset describes a structure of composition C6H9NO5S4Sr. The level of theory is ωB97M-V/def2-TZVPD.

Last column: natural (NBO) charge in e.
Element x y z (Å)
1 Sr 0.9371 1.5819 -0.3879  1.7720
2 O -0.9674 1.4812 1.5837  -0.7868
3 C -1.9659 0.5490 1.1857  -0.0725
4 C -1.3866 -0.8388 0.9466  -0.2547
5 N -0.2786 -0.8565 -0.0077  -0.4943
6 C -0.7174 -1.1637 -1.3646  -0.3468
7 C -1.5853 -0.0130 -1.9347  0.7669
8 O -2.6559 -0.3111 -2.4773  -0.7349
9 O -1.0906 1.1431 -1.7689  -0.8631
10 C 0.8341 -1.6588 0.4815  -0.3489
11 C 1.4729 -1.0234 1.7406  0.7739
12 O 1.9738 -1.7838 2.5698  -0.7164
13 O 1.4206 0.2528 1.7935  -0.8768
14 H -0.2239 0.9883 1.9963  0.5073
15 H -2.4306 0.9408 0.2822  0.2051
16 H -2.7362 0.4707 1.9654  0.1426
17 H -2.1967 -1.5066 0.6173  0.1852
18 H -1.0224 -1.2266 1.9029  0.1981
19 H -1.2838 -2.1048 -1.4135  0.1634
20 H 0.1720 -1.2449 -1.9962  0.2251
21 H 1.6051 -1.6939 -0.2937  0.2301
22 H 0.5455 -2.6918 0.7232  0.1702
23 S 3.0940 0.3511 -2.0221  -0.7725
24 S 3.0814 2.3322 -2.6778  -0.1538
25 S 3.5710 3.5797 -1.0996  -0.1458
26 S 1.8337 4.4469 -0.3447  -0.7726

Values from the calculation:
Charge ... -2
HOMO level ... -1.13 eV
Frontier orbital gap ... 6.195 eV
LUMO level ... 5.0674 eV
Relative energy (zero: lowest compared OMol25 entry of this formula, charge and spin) ... 0.0 kcal/mol

Entry 9:
This record from the Open Molecules 2025 dataset describes the molecule C6H9NOS at a distorted geometry. The level of theory is ωB97M-V/def2-TZVPD.

Last column: natural (NBO) charge in e.
Element x y z (Å)
1 C -2.6950 -1.1157 -0.4415  -0.7437
2 S -1.3243 -1.0871 0.7505  0.1325
3 C -0.2290 0.4701 0.2289  0.1134
4 C -1.1373 1.4852 0.4220  0.2221
5 N -1.9286 2.3077 0.5828  -0.2747
6 C 0.9659 0.5409 1.1910  -0.4588
7 C 2.1347 0.2781 0.3055  -0.4212
8 C 1.5050 -0.3339 -1.0265  -0.0667
9 O 0.2716 0.3048 -1.0692  -0.4931
10 H -2.7601 -2.1906 -0.9421  0.2386
11 H -2.3616 -0.5060 -1.2252  0.2316
12 H -3.5838 -0.7399 0.0186  0.2299
13 H 0.7151 -0.2573 1.8815  0.2455
14 H 1.0839 1.6053 1.5363  0.2493
15 H 2.6726 1.2389 -0.1810  0.2059
16 H 2.9885 -0.4037 0.5611  0.2281
17 H 2.2149 -0.2432 -1.7780  0.1980
18 H 1.4675 -1.3537 -0.8148  0.1633

Values from the calculation:
Charge ... 0
HOMO level ... -9.15 eV
Frontier orbital gap ... 9.867 eV
LUMO level ... 0.7127 eV
Relative energy (zero: lowest compared OMol25 entry of this formula, charge and spin) ... 30.5 kcal/mol

Entry 10:
This record from the Open Molecules 2025 dataset describes the molecule C6H9NOS4 at a distorted geometry. The level of theory is ωB97M-V/def2-TZVPD.

Last column: natural (NBO) charge in e.
Element x y z (Å)
1 O -1.8083 1.9040 2.0509  -0.6286
2 C -1.1384 1.3385 1.1620  0.6400
3 N 0.1285 0.9881 1.3982  -0.6021
4 C 1.1185 0.4893 0.4276  -0.2115
5 C 0.9807 -0.9964 0.1657  -0.3918
6 C -0.2589 -1.1910 -0.7435  -0.5067
7 C -1.5728 -0.7516 -0.1731  -0.2588
8 S -2.2024 -1.5605 1.3093  0.1280
9 S -3.0230 -1.6926 -0.5737  0.1419
10 C -1.8016 1.0445 -0.2051  -0.4045
11 S -1.0387 1.4155 -1.8760  -0.0220
12 S -3.5199 1.3872 -0.0551  0.0292
13 H 0.4147 1.1480 2.3734  0.4168
14 H 1.9813 0.7376 0.8574  0.2024
15 H 0.9269 1.0274 -0.4471  0.2057
16 H 0.7945 -1.4776 1.0399  0.2090
17 H 1.8870 -1.4204 -0.3378  0.2204
18 H -0.1707 -0.9105 -1.7859  0.2441
19 H -0.3461 -2.2558 -0.9392  0.2354
20 H -2.0787 0.6364 -2.5274  0.1583
21 H -3.1610 2.3944 0.8211  0.1948

Values from the calculation:
Charge ... 0
HOMO level ... -8.43 eV
Frontier orbital gap ... 8.319 eV
LUMO level ... -0.1112 eV
Relative energy (zero: lowest compared OMol25 entry of this formula, charge and spin) ... 6.3 kcal/mol